Entry 1:
C2H4Br2N2O as an isolated structure. Source: the OMol25 dataset; level of theory: the ωB97M-V functional and the def2-TZVPD basis.

* HOMO-LUMO gap: 10.50 eV
* lowest unoccupied orbital energy: 0.33 eV
* highest occupied orbital energy: -10.18 eV
* E_tot: -147250.915 eV
* molar mass: 231.875 g/mol
* relative energy (zero: lowest compared OMol25 entry of this formula, charge and spin): 0.000 eV

CARTESIAN COORDINATES (ANGSTROEM)
Br 2.958223 -1.092319 0.091339
Br 1.902534 1.920377 -0.011899
O 0.105394 -1.585317 -0.408972
N -2.090045 0.082680 -0.538465
N -0.819958 0.436868 -0.057410
C 0.200453 -0.440161 -0.039565
C 1.505127 0.099312 0.558383
H -0.723350 1.408292 0.207340
H -2.475929 -0.667075 0.035627
H 1.440410 0.122966 1.649252
H -2.002854 -0.285620 -1.485625

Atoms 1-3, force components in eV/Å:
Br -0.137 0.263 0.191
Br -0.053 -0.153 0.128
O -0.169 -0.178 -0.052

***

Entry 2:
One molecule with the formula C2H4Br3PS. Source: the OMol25 dataset; level of theory: the ωB97M-V functional and the def2-TZVPD basis.

* HOMO-LUMO gap (spin up / spin down): 7.95 / 7.02 eV
* lowest unoccupied orbital energy (spin up / spin down): -0.91 / -1.91 eV
* highest occupied orbital energy (spin up / spin down): -8.86 / -8.93 eV
* E_tot: -232387.573 eV
* molar mass: 330.807 g/mol
* relative energy (zero: lowest compared OMol25 entry of this formula, charge and spin): 3.503 eV

CARTESIAN COORDINATES (ANGSTROEM)
Br -1.149315 1.971994 0.078638
Br -3.259746 -0.811001 0.576477
Br 2.629740 -0.375443 -0.101972
S 0.069234 -1.123015 0.041802
P -0.735347 0.205475 -1.272016
C 3.251990 0.237757 1.502829
C -2.517941 -0.324026 -1.156695
H 3.059500 1.181256 1.866866
H -2.495034 -1.221416 -1.912145
H 4.191671 -0.204355 1.854620
H -3.044747 0.462777 -1.478404

Atoms 1-3, force components in eV/Å:
Br 0.399 0.631 -0.005
Br 0.182 -0.122 -0.491
Br 0.749 0.623 0.176

***

Entry 3:
A 2-piece molecular cluster, C2H4BrCl overall. Source: the OMol25 dataset; level of theory: the ωB97M-V functional and the def2-TZVPD basis.

* HOMO-LUMO gap (spin up / spin down): 5.85 / 5.85 eV
* lowest unoccupied orbital energy (spin up / spin down): -3.47 / -3.47 eV
* highest occupied orbital energy (spin up / spin down): -9.32 / -9.33 eV
* E_tot: -84700.023 eV
* molar mass: 143.411 g/mol
* relative energy (zero: lowest compared OMol25 entry of this formula, charge and spin): 3.947 eV

CARTESIAN COORDINATES (ANGSTROEM)
Br -1.916212 0.374732 2.520088
Cl 2.123975 0.599129 -1.121371
C 0.005067 -0.745889 0.176056
C 0.304068 0.363199 -0.702663
H -0.385219 0.164052 -1.667450
H 0.199538 1.305680 -0.123105
H 0.563477 -0.811922 0.992807
H -0.894694 -1.248981 -0.074362

Atoms 1-3, force components in eV/Å:
Br 1.019 -0.513 -1.317
Cl -1.359 -0.709 0.180
C -2.565 2.557 -1.555

***

Entry 4:
C2H4BrClN3 as an isolated structure. Source: the OMol25 dataset; level of theory: the ωB97M-V functional and the def2-TZVPD basis.

* HOMO-LUMO gap (spin up / spin down): 7.62 / 7.63 eV
* net charge: +1
* lowest unoccupied orbital energy (spin up / spin down): -5.64 / -5.64 eV
* highest occupied orbital energy (spin up / spin down): -13.27 / -13.27 eV
* E_tot: -89161.700 eV
* molar mass: 185.432 g/mol
* relative energy (zero: lowest compared OMol25 entry of this formula, charge and spin): 2.780 eV

CARTESIAN COORDINATES (ANGSTROEM)
Br 3.485660 -0.208876 0.099104
Cl -0.777132 -2.212553 -0.198673
N 0.890145 0.277379 -1.005987
N -0.845933 -0.020013 0.499356
N -0.089908 0.331354 1.410025
C 1.894117 0.178882 -0.410477
C -0.536842 0.458173 -0.878450
H -0.905455 1.598217 -0.827425
H -1.839062 -0.392655 0.746758
H -0.895935 -0.012341 -1.758329
H -0.379659 0.002435 2.324103

Atoms 1-3, force components in eV/Å:
Br 0.904 -0.082 0.476
Cl 0.160 -0.294 0.040
N 1.163 1.034 1.521

***

Entry 5:
A 2-piece molecular cluster, C2H4BrFO overall. Source: the OMol25 dataset; level of theory: the ωB97M-V functional and the def2-TZVPD basis.

* HOMO-LUMO gap: 11.18 eV
* lowest unoccupied orbital energy: 0.62 eV
* highest occupied orbital energy: -10.56 eV
* SMILES: CC(=O)Br.F
* E_tot: -76946.112 eV
* molar mass: 142.955 g/mol
* relative energy (zero: lowest compared OMol25 entry of this formula, charge and spin): 0.418 eV

CARTESIAN COORDINATES (ANGSTROEM)
Br 0.680949 3.188113 -0.213307
F -1.792177 -1.344718 -1.145318
O -1.079061 1.479652 -1.294325
C 0.443232 0.330298 0.284468
C -0.233968 1.519686 -0.453883
H -0.069686 -0.553324 0.048424
H 1.394873 0.251343 -0.023178
H 0.441098 0.507791 1.414522
H -2.216586 -0.683538 -1.740619

Atoms 1-3, force components in eV/Å:
Br 0.269 0.549 0.416
F -1.339 1.647 -1.747
O 0.120 -0.312 0.895

***

Entry 6:
A 2-piece molecular cluster, C2H4BrN overall. Source: the OMol25 dataset; level of theory: the ωB97M-V functional and the def2-TZVPD basis.

* HOMO-LUMO gap: 9.91 eV
* lowest unoccupied orbital energy: 0.48 eV
* highest occupied orbital energy: -9.42 eV
* E_tot: -73668.256 eV
* molar mass: 121.965 g/mol
* relative energy (zero: lowest compared OMol25 entry of this formula, charge and spin): 2.736 eV

CARTESIAN COORDINATES (ANGSTROEM)
Br -2.925233 -0.722001 0.195960
N -0.178372 -0.534905 0.394101
C 1.136218 -0.108634 0.211196
C -1.189250 -0.137641 -0.096695
H 1.277643 0.898837 0.705611
H 1.877320 -0.808709 0.514614
H 1.060975 0.215658 -0.878351
H -1.059304 1.197394 -1.046435

Atoms 1-3, force components in eV/Å:
Br -0.344 -0.084 -0.022
N 0.034 -2.411 2.312
C -0.545 3.529 -1.983